Record 1
{"formula": "C5H12N2", "method": "ωB97M-V with the def2-TZVPD basis set", "species": ["C", "C", "C", "N", "C", "N", "C", "H", "H", "H", "H", "H", "H", "H", "H", "H", "H", "H", "H"], "coordinates": [[1.431, -1.179, -0.127], [-2.345, 1.184, 0.441], [2.547, -0.270, 0.288], [-0.361, 0.666, 0.259], [-0.540, -0.569, -0.088], [0.249, 1.566, -0.586], [-1.317, -1.633, -0.135], [-0.215, 1.642, -1.488], [0.317, 2.470, -0.133], [1.449, -1.461, -1.178], [1.321, -2.048, 0.518], [-2.764, 1.257, -0.560], [-2.177, 2.154, 0.900], [-2.885, 0.497, 1.085], [-0.897, -2.613, -0.326], [-2.390, -1.551, -0.028], [2.635, 0.591, -0.381], [3.517, -0.787, 0.226], [2.425, 0.084, 1.314]], "gap_ev": 8.36, "homo_ha": -0.2753, "charge": 0}

Record 2
{"formula": "C3H5BrN2P", "method": "ωB97M-V with the def2-TZVPD basis set", "species": ["C", "C", "C", "N", "N", "P", "Br", "H", "H", "H", "H", "H"], "coordinates": [[-1.030, -1.186, -0.037], [-1.662, 0.119, 0.032], [0.964, -0.049, 0.276], [-0.713, 1.095, 0.147], [0.298, -1.095, 0.032], [2.587, 0.505, 0.023], [-3.569, 0.316, 0.053], [-1.471, -2.158, -0.046], [-0.981, 2.049, 0.195], [0.852, -1.969, 0.164], [2.431, 1.810, 0.431], [2.295, 0.563, -1.271]], "gap_ev": [8.00, 8.00], "homo_ha": [-0.4837, -0.4837], "charge": 1}

Record 3
{"formula": "C28H24N8O2Ti", "method": "ωB97M-V with the def2-TZVPD basis set", "species": ["Ti", "O", "C", "N", "C", "C", "C", "C", "C", "C", "N", "C", "C", "C", "C", "C", "N", "H", "H", "H", "H", "H", "H", "H", "H", "H", "H", "N", "C", "N", "C", "N", "N", "C", "C", "C", "C", "C", "C", "N", "C", "C", "C", "C", "C", "C", "H", "H", "H", "H", "H", "H", "H", "H", "H", "H", "H", "C", "C", "O", "H", "H", "H"], "coordinates": [[0.391, 0.987, -0.504], [-1.664, 2.116, 2.812], [-1.354, 1.904, 1.657], [-0.138, 2.070, 1.075], [0.947, 2.657, 1.857], [2.131, 1.728, 1.827], [3.114, 1.713, 2.804], [4.142, 0.794, 2.708], [4.164, -0.093, 1.637], [3.163, -0.014, 0.698], [2.163, 0.880, 0.785], [-2.348, 1.338, 0.675], [-3.696, 1.271, 0.939], [-4.527, 0.719, -0.027], [-3.976, 0.253, -1.211], [-2.610, 0.348, -1.396], [-1.809, 0.881, -0.467], [0.620, 2.838, 2.881], [1.235, 3.623, 1.432], [3.060, 2.414, 3.626], [4.918, 0.760, 3.461], [4.943, -0.835, 1.531], [3.142, -0.681, -0.154], [-4.060, 1.651, 1.883], [-5.595, 0.658, 0.138], [-4.589, -0.177, -1.990], [-2.136, -0.014, -2.297], [-1.128, -1.623, 3.012], [-0.366, -0.787, 2.327], [-0.165, -0.846, 1.036], [-0.784, -1.861, 0.317], [-0.583, -1.979, -0.955], [0.300, -0.981, -1.385], [1.062, -1.324, -2.350], [2.090, -0.372, -2.777], [2.974, -0.627, -3.803], [3.952, 0.324, -4.081], [4.001, 1.478, -3.322], [3.066, 1.660, -2.311], [2.133, 0.753, -2.041], [-1.675, -2.791, 1.004], [-2.371, -3.807, 0.339], [-3.198, -4.648, 1.048], [-3.342, -4.493, 2.431], [-2.664, -3.500, 3.105], [-1.834, -2.655, 2.377], [-1.226, -1.487, 4.007], [0.109, 0.004, 2.897], [0.979, -2.316, -2.784], [2.901, -1.546, -4.370], [4.664, 0.161, -4.879], [4.748, 2.239, -3.498], [3.058, 2.557, -1.706], [-2.242, -3.918, -0.728], [-3.735, -5.435, 0.537], [-3.991, -5.160, 2.983], [-2.772, -3.378, 4.176], [-0.865, 2.763, -3.206], [-0.123, 2.157, -2.083], [0.567, 2.821, -1.305], [-0.217, 3.460, -3.741], [-1.679, 3.349, -2.769], [-1.275, 2.021, -3.884]], "gap_ev": 7.19, "homo_ha": -0.5141, "charge": 2}

Record 4
{"formula": "C16H11NO4STm", "method": "ωB97M-V with the def2-TZVPD basis set", "species": ["Tm", "O", "C", "C", "O", "C", "O", "C", "O", "N", "S", "C", "C", "C", "C", "C", "C", "C", "C", "C", "C", "C", "C", "H", "H", "H", "H", "H", "H", "H", "H", "H", "H", "H"], "coordinates": [[-0.191, -0.250, -3.089], [-0.729, 3.114, -3.529], [-0.545, 1.975, -3.603], [1.935, -0.987, -3.604], [3.025, -1.362, -3.528], [-1.855, -1.649, -3.539], [-2.721, -2.376, -3.532], [-0.136, -0.205, -5.580], [-0.143, -0.211, -6.754], [0.396, 0.223, -1.245], [-0.793, -0.004, -0.166], [-0.103, -1.338, 0.761], [-1.001, -2.319, 1.239], [-0.518, -3.346, 2.046], [0.848, -3.410, 2.374], [1.732, -2.434, 1.886], [1.270, -1.392, 1.075], [-0.551, 1.415, 0.842], [0.726, 1.955, 1.099], [0.831, 3.031, 1.986], [-0.309, 3.566, 2.607], [-1.575, 3.016, 2.340], [-1.705, 1.944, 1.461], [1.339, 0.394, -0.963], [-2.050, -2.243, 0.970], [-1.206, -4.091, 2.417], [1.217, -4.214, 3.007], [2.782, -2.479, 2.140], [1.956, -0.645, 0.709], [1.611, 1.550, 0.634], [1.807, 3.450, 2.191], [-0.215, 4.405, 3.295], [-2.459, 3.420, 2.813], [-2.670, 1.498, 1.239]], "gap_ev": [4.84, 4.89], "spin_multiplicity": 3, "homo_ha": [-0.6617, -0.6617], "charge": 3, "s2": 2.003}

Record 5
{"formula": "C2Br4O", "method": "ωB97M-V with the def2-TZVPD basis set", "species": ["C", "C", "O", "Br", "Br", "Br", "Br"], "coordinates": [[-1.160, 0.581, 0.356], [0.687, -0.548, -0.425], [-2.216, 0.209, -0.064], [-0.497, 1.799, 1.597], [2.065, 0.799, -0.630], [1.059, -1.573, 1.169], [0.062, -1.266, -2.003]], "gap_ev": [7.92, 7.92], "homo_ha": [-0.3221, -0.3221], "charge": 0}

Record 6
{"formula": "C6H5NO3", "method": "ωB97M-V with the def2-TZVPD basis set", "species": ["C", "C", "C", "C", "C", "C", "H", "H", "H", "H", "H", "N", "O", "O", "O"], "coordinates": [[-1.997, 0.959, -0.022], [-0.686, 1.195, 0.065], [0.507, 0.252, -0.008], [0.790, -1.088, 0.007], [2.220, -1.166, 0.047], [2.698, 0.093, 0.012], [-2.646, 1.813, -0.136], [-0.480, 2.230, 0.287], [0.091, -1.899, -0.117], [2.852, -2.038, -0.007], [3.714, 0.448, -0.191], [-2.708, -0.254, 0.005], [-3.948, -0.210, -0.008], [-2.074, -1.327, 0.058], [1.668, 0.991, 0.008]], "gap_ev": 8.07, "homo_ha": -0.3340, "charge": 0}

Record 7
{"formula": "C2H2Cl6Si", "method": "ωB97M-V with the def2-TZVPD basis set", "species": ["C", "C", "Si", "Cl", "Cl", "Cl", "Cl", "Cl", "Cl", "H", "H"], "coordinates": [[0.804, 1.239, -0.150], [-2.957, -0.707, -0.139], [2.139, -0.009, 0.180], [1.096, 2.732, -0.887], [-2.921, -1.928, -1.307], [-1.925, -0.824, 1.194], [2.607, -0.095, 2.155], [3.795, 0.459, -0.860], [1.449, -1.834, -0.358], [-0.213, 1.120, 0.191], [-3.872, -0.153, -0.019]], "gap_ev": [8.43, 7.52], "homo_ha": [-0.3294, -0.3157], "charge": 0}

Record 8
{"formula": "C5H14NS", "method": "ωB97M-V with the def2-TZVPD basis set", "species": ["C", "C", "C", "C", "C", "N", "S", "H", "H", "H", "H", "H", "H", "H", "H", "H", "H", "H", "H", "H", "H"], "coordinates": [[-0.382, 1.039, 0.555], [2.807, -0.291, 0.093], [-2.631, -0.226, 0.771], [-1.108, -1.566, -0.895], [0.940, 1.440, -0.255], [1.659, 0.223, -0.676], [-1.570, 0.164, -0.585], [-1.033, 1.959, 0.797], [-0.061, 0.564, 1.550], [2.677, -1.317, 0.152], [3.789, 0.007, -0.263], [2.699, -0.030, 1.195], [-3.335, 0.598, 0.854], [-2.085, -0.429, 1.665], [-3.339, -1.146, 0.493], [-1.940, -2.011, -1.386], [-0.964, -2.019, 0.005], [-0.214, -1.508, -1.537], [0.546, 2.107, -1.201], [1.447, 2.144, 0.345], [2.101, 0.298, -1.675]], "gap_ev": 9.72, "homo_ha": -0.4753, "charge": 1}

Record 9
{"formula": "C6H11O", "method": "ωB97M-V with the def2-TZVPD basis set", "species": ["C", "C", "C", "C", "C", "C", "O", "H", "H", "H", "H", "H", "H", "H", "H", "H", "H", "H"], "coordinates": [[-1.393, 1.060, 0.672], [2.085, 1.351, -0.474], [-0.068, -1.472, 0.329], [-0.588, -0.826, -0.895], [1.294, -0.765, 0.651], [-0.565, 0.662, -0.549], [1.084, 0.671, -0.186], [-1.282, 2.015, 0.930], [-2.337, 0.735, 0.352], [1.704, 2.270, -1.063], [-0.781, -1.375, 1.079], [0.159, -2.493, 0.185], [0.148, -1.098, -1.706], [-1.543, -1.122, -1.237], [1.499, -0.450, 1.625], [2.207, -1.082, 0.137], [-0.425, 1.425, -1.384], [-1.198, 0.497, 1.533]], "gap_ev": 9.69, "homo_ha": -0.5034, "charge": 1}

Record 10
{"formula": "C34H55ClCoN3OP2", "method": "ωB97M-V with the def2-TZVPD basis set", "species": ["C", "C", "C", "C", "C", "H", "H", "H", "N", "P", "P", "C", "H", "H", "C", "O", "C", "H", "C", "C", "C", "C", "C", "H", "H", "H", "C", "H", "H", "H", "C", "H", "H", "H", "C", "H", "H", "H", "C", "H", "H", "H", "C", "H", "H", "H", "C", "H", "H", "H", "C", "H", "H", "H", "C", "H", "H", "H", "C", "H", "H", "H", "C", "H", "H", "H", "C", "H", "H", "H", "Co", "N", "C", "C", "C", "C", "C", "H", "H", "H", "H", "H", "H", "H", "H", "H", "Cl", "C", "C", "C", "C", "N", "C", "H", "H", "H", "H"], "coordinates": [[-1.120, -2.049, -1.425], [1.177, -1.500, -1.208], [-0.813, -3.157, -2.207], [1.500, -2.723, -1.853], [0.517, -3.537, -2.369], [-1.637, -3.728, -2.632], [2.556, -2.950, -1.962], [0.788, -4.448, -2.890], [-0.166, -1.285, -0.857], [-2.929, -0.636, 0.225], [2.770, 0.986, -0.556], [-2.585, -1.668, -1.247], [-2.944, -1.127, -2.132], [-3.191, -2.578, -1.195], [-1.110, 1.120, 1.694], [-1.095, 2.021, 2.441], [2.316, -0.659, -1.004], [3.228, -1.271, -1.063], [4.168, 1.583, -1.659], [3.295, 0.960, 1.251], [-4.213, 0.706, -0.185], [-3.634, -1.995, 1.352], [3.944, 3.095, -1.863], [4.089, 3.641, -0.917], [4.700, 3.464, -2.572], [2.950, 3.362, -2.237], [5.583, 1.457, -1.077], [5.717, 2.006, -0.137], [5.881, 0.407, -0.959], [6.271, 1.907, -1.812], [4.176, 0.725, -2.942], [4.460, 1.340, -3.804], [4.914, -0.086, -2.865], [3.224, 0.227, -3.145], [3.764, 2.332, 1.748], [2.956, 3.075, 1.710], [4.062, 2.220, 2.800], [4.627, 2.734, 1.211], [2.143, 0.531, 2.157], [1.337, 1.267, 2.221], [1.711, -0.415, 1.830], [2.528, 0.368, 3.174], [4.378, -0.114, 1.418], [5.302, 0.116, 0.890], [4.628, -0.193, 2.483], [4.018, -1.093, 1.086], [-3.923, -1.339, 2.705], [-4.335, -2.101, 3.384], [-3.010, -0.941, 3.166], [-4.663, -0.531, 2.636], [-2.549, -3.067, 1.524], [-2.354, -3.616, 0.593], [-1.608, -2.633, 1.878], [-2.894, -3.797, 2.273], [-4.900, -2.715, 0.839], [-4.999, -3.645, 1.421], [-5.817, -2.141, 1.008], [-4.844, -3.003, -0.218], [-3.935, 1.292, -1.579], [-3.938, 0.535, -2.376], [-4.733, 2.016, -1.813], [-2.984, 1.847, -1.614], [-4.062, 1.845, 0.846], [-3.118, 2.387, 0.712], [-4.878, 2.567, 0.693], [-4.122, 1.485, 1.881], [-5.656, 0.186, -0.137], [-5.820, -0.649, -0.834], [-5.959, -0.101, 0.880], [-6.319, 1.011, -0.450], [-0.846, 0.104, 0.317], [0.314, 1.262, -0.409], [1.110, 1.408, -1.371], [0.616, 1.967, -2.812], [1.597, 1.918, -3.968], [-0.533, 1.069, -3.252], [0.140, 3.406, -2.634], [2.542, 2.429, -3.780], [1.791, 0.887, -4.278], [1.118, 2.427, -4.820], [-1.372, 1.110, -2.545], [-0.880, 1.359, -4.253], [-0.179, 0.032, -3.303], [-0.106, 3.851, -3.611], [-0.760, 3.435, -2.006], [0.900, 4.034, -2.149], [-0.903, -0.577, 6.850], [-0.324, -1.251, 5.389], [0.519, -2.369, 5.391], [0.954, -2.863, 4.160], [0.538, -2.214, 2.992], [-0.276, -1.152, 3.003], [-0.712, -0.667, 4.168], [0.813, -2.823, 6.335], [1.610, -3.726, 4.059], [0.886, -2.574, 2.017], [-1.382, 0.185, 4.173]], "gap_ev": [7.35, 5.93], "spin_multiplicity": 4, "homo_ha": [-0.3421, -0.3421], "charge": 1, "s2": 3.785}

Calculated values (kcal/mol) of energy above the lowest of the compared OMol25 structures with the same formula, charge and spin for the records, taken in order: 143.7, 57.7, 0.0, 0.0, 47.4, 112.6, 0.0, 58.0, 93.5, 4.3.